{
  "formula": "C3H5N3",
  "method": "ωB97M-V with the def2-TZVPD basis set",
  "de_lowest_kcal_mol": 5.9,
  "gap_ev": [5.91, 8.14],
  "e_tot_ha": -281.39162,
  "homo_energy_ev": [-4.845, -10.461],
  "spin_multiplicity": 3,
  "fmax_ev_per_a": 9.2,
  "elements": ["N", "N", "N", "C", "C", "C", "H", "H", "H", "H", "H"],
  "positions_angstrom": [[-0.2535, 1.2475, -0.3272], [-1.4770, 1.3544, 0.1987], [-0.9226, -0.6859, 0.5810], [0.0303, -0.0418, -0.0412], [1.3758, -0.6406, -0.3039], [-1.8442, 0.2409, 0.7721], [2.1534, -0.0482, 0.1166], [1.4148, -1.7360, -0.1299], [1.4011, -0.4930, -1.3280], [-2.8672, 0.0718, 1.1604], [-2.0878, 2.1900, -0.0737]],
  "forces_ev_per_angstrom": [[0.185, 4.312, -1.604], [-0.731, 8.736, -2.832], [1.422, -1.388, -0.136], [1.484, -5.856, 2.220], [-1.996, -0.567, 0.586], [-4.397, -4.720, 3.266], [0.776, 0.285, 0.571], [-0.038, 0.968, 0.346], [0.915, 0.144, -2.557], [0.976, 0.079, -0.344], [1.406, -1.991, 0.483]],
  "lowdin_spin": [0.624, 0.378, 0.027, 0.331, 0.048, 0.520, 0.014, -0.001, 0.016, 0.032, 0.011]
}

{
  "formula": "C3H5N3",
  "method": "ωB97M-V with the def2-TZVPD basis set",
  "de_lowest_kcal_mol": 55.2,
  "gap_ev": [7.94, 7.89],
  "e_tot_ha": -280.69903,
  "homo_energy_ev": [-18.132, -18.200],
  "charge": 2,
  "spin_multiplicity": 1,
  "fmax_ev_per_a": 2.3,
  "elements": ["N", "N", "N", "C", "C", "C", "H", "H", "H", "H", "H"],
  "positions_angstrom": [[-1.6285, 0.0956, 0.1023], [0.3440, -1.1147, 0.0324], [1.9612, 0.8294, -0.0379], [1.2307, -0.1516, 0.1509], [-2.1855, 1.0397, -0.1973], [-0.9611, -1.0652, 0.2255], [-2.5879, 1.9738, -0.4636], [-1.4212, -2.0326, 0.2653], [2.1684, 1.3599, -0.9236], [2.4573, 1.2313, 0.8358], [0.6226, -2.1656, 0.0101]],
  "forces_ev_per_angstrom": [[0.314, -0.754, -0.283], [1.891, -0.222, 0.069], [1.310, 1.615, 0.886], [-0.848, -1.913, 0.361], [0.217, 0.109, 0.317], [-0.845, -0.773, -0.232], [-0.795, 0.971, -0.206], [-0.819, 0.148, 0.187], [-0.337, -0.698, 0.465], [-0.582, -0.579, -1.545], [0.494, 2.097, -0.020]],
  "mulliken_charge": [0.011, -0.111, -0.227, 0.304, 0.055, 0.005, 0.464, 0.387, 0.341, 0.376, 0.396]
}

{
  "formula": "C3H5N3O",
  "method": "ωB97M-V with the def2-TZVPD basis set",
  "de_lowest_kcal_mol": 13.9,
  "gap_ev": 8.40,
  "smiles": "Nc1nc(O)c[nH]1",
  "e_tot_ha": -356.83519,
  "homo_energy_ev": -7.660,
  "spin_multiplicity": 1,
  "fmax_ev_per_a": 0.3,
  "elements": ["O", "N", "N", "N", "C", "C", "C", "H", "H", "H", "H", "H"],
  "positions_angstrom": [[2.5886, -0.5666, -0.5781], [-0.5322, 0.9483, -0.2118], [0.4132, -0.9775, 0.3465], [-1.8970, -0.6587, 0.9545], [0.7931, 1.0280, -0.6401], [1.3237, -0.1735, -0.2944], [-0.6940, -0.2668, 0.3713], [-1.2305, 1.6561, -0.3639], [2.8486, -1.2491, 0.0519], [-2.6583, -0.0180, 0.7780], [1.2077, 1.8862, -1.1390], [-2.1628, -1.6082, 0.7251]],
  "forces_ev_per_angstrom": [[0.044, -0.153, 0.208], [-0.048, -0.098, 0.088], [-0.096, 0.207, -0.108], [0.032, 0.008, -0.131], [0.118, -0.098, -0.042], [-0.097, 0.261, -0.132], [0.007, 0.129, -0.090], [0.009, -0.158, 0.096], [-0.126, -0.039, -0.052], [0.062, -0.099, -0.002], [-0.054, -0.058, 0.063], [0.150, 0.098, 0.102]],
  "mulliken_charge": [-0.522, -0.028, -0.664, -0.477, -0.542, 0.576, 0.245, 0.171, 0.357, 0.231, 0.402, 0.251]
}

{
  "formula": "C3H5N3O",
  "method": "ωB97M-V with the def2-TZVPD basis set",
  "de_lowest_kcal_mol": 77.2,
  "gap_ev": 10.29,
  "e_tot_ha": -356.73441,
  "homo_energy_ev": -9.494,
  "spin_multiplicity": 1,
  "fmax_ev_per_a": 1.2,
  "elements": ["O", "N", "N", "N", "C", "C", "C", "H", "H", "H", "H", "H"],
  "positions_angstrom": [[-2.1543, 0.8433, -0.6448], [0.5964, 0.7409, -0.2787], [1.9360, 0.6514, -0.1690], [0.5481, -1.3734, 0.5732], [1.6134, -1.8526, 0.7839], [-0.1228, -0.2376, 0.1126], [-1.6317, -0.1796, 0.1558], [2.3492, -0.2903, -0.1628], [-1.5420, 1.5909, -0.6010], [-2.0404, -1.1293, -0.2060], [-1.9479, -0.0766, 1.2086], [2.3958, 1.3128, -0.7716]],
  "forces_ev_per_angstrom": [[0.151, 0.192, 0.052], [-0.322, -0.247, 0.095], [0.122, 0.103, -0.142], [0.912, -0.398, 0.231], [-1.162, -0.149, 0.046], [0.141, 0.282, -0.065], [0.131, -0.300, 0.100], [-0.122, 0.480, -0.106], [-0.064, -0.063, -0.052], [0.104, 0.100, 0.032], [0.088, 0.001, -0.167], [0.022, -0.001, -0.025]],
  "mulliken_charge": [-0.516, -0.179, -0.461, -0.132, -0.131, 0.461, -0.322, 0.188, 0.333, 0.290, 0.213, 0.256]
}

{
  "formula": "C3H5N3O",
  "method": "ωB97M-V with the def2-TZVPD basis set",
  "de_lowest_kcal_mol": 90.4,
  "gap_ev": 7.88,
  "e_tot_ha": -356.71328,
  "homo_energy_ev": -7.056,
  "spin_multiplicity": 1,
  "fmax_ev_per_a": 2.0,
  "elements": ["O", "N", "N", "N", "C", "C", "C", "H", "H", "H", "H", "H"],
  "positions_angstrom": [[2.4135, -0.5826, -0.7622], [-0.6103, 1.0864, -0.3501], [0.4266, -1.0202, 0.6068], [-2.0498, -0.8246, 1.0210], [1.3618, -0.0820, -0.0379], [0.6956, 1.0088, -0.5474], [-0.7484, -0.6811, 0.6441], [-2.5840, -1.5822, 0.5964], [1.2524, 1.7764, -1.0842], [-2.4552, 0.0672, 0.7822], [3.1366, -0.8699, -0.2003], [-0.9777, 1.9922, -0.6679]],
  "forces_ev_per_angstrom": [[0.357, -0.348, 0.320], [0.089, -0.618, 0.319], [-0.364, 1.059, -0.582], [0.356, 0.048, -0.095], [-1.144, -0.575, -0.471], [0.310, -0.343, 0.336], [0.767, 1.497, -1.008], [0.509, 0.075, -0.035], [-0.097, -0.188, 0.060], [-0.496, -0.002, 0.328], [0.057, 0.046, 0.249], [-0.344, -0.649, 0.579]],
  "mulliken_charge": [-0.478, -0.534, -0.287, -0.509, -0.185, -0.051, 0.511, 0.265, 0.377, 0.333, 0.355, 0.202]
}

{
  "formula": "C3H5N3O",
  "method": "ωB97M-V with the def2-TZVPD basis set",
  "de_lowest_kcal_mol": 155.3,
  "gap_ev": [8.09, 8.08],
  "smiles": "N/C(=N/[O-])C1=C[NH2+]1",
  "e_tot_ha": -356.60989,
  "homo_energy_ev": [-7.773, -7.772],
  "spin_multiplicity": 1,
  "fmax_ev_per_a": 0.5,
  "elements": ["O", "N", "N", "N", "C", "C", "C", "H", "H", "H", "H", "H"],
  "positions_angstrom": [[1.1286, -2.1864, 0.0481], [-0.1054, -2.0498, 0.0211], [0.6427, 1.6252, -0.0801], [-1.9290, -0.4155, 0.0906], [-0.5502, -0.7461, 0.0440], [1.7270, 0.4783, -0.1948], [0.4510, 0.1750, -0.0321], [0.3693, 2.1197, -0.9247], [-2.3527, -0.4741, -0.8316], [2.6160, 0.4352, 0.4148], [0.4096, 2.1341, 0.7709], [-2.4069, -1.0957, 0.6737]],
  "forces_ev_per_angstrom": [[-0.313, -0.200, 0.047], [0.092, 0.149, -0.016], [-0.288, 0.354, 0.033], [-0.050, -0.239, -0.123], [0.165, -0.073, 0.009], [-0.146, 0.107, 0.142], [0.298, -0.130, -0.105], [0.196, -0.106, 0.134], [0.021, -0.022, 0.112], [-0.064, 0.154, -0.153], [0.112, -0.165, -0.073], [-0.022, 0.171, -0.007]],
  "mulliken_charge": [-0.416, -0.207, -0.197, -0.595, -0.360, -0.367, 0.815, 0.275, 0.254, 0.211, 0.270, 0.317]
}

{
  "formula": "C3H5N3O",
  "method": "ωB97M-V with the def2-TZVPD basis set",
  "de_lowest_kcal_mol": 47.3,
  "gap_ev": 9.50,
  "smiles": "Nc1[nH]cnc1O",
  "e_tot_ha": -356.78205,
  "homo_energy_ev": -8.586,
  "spin_multiplicity": 1,
  "fmax_ev_per_a": 5.4,
  "elements": ["O", "N", "N", "N", "C", "C", "C", "H", "H", "H", "H", "H"],
  "positions_angstrom": [[0.8035, -1.9609, 0.8040], [0.9025, -0.0375, -1.7273], [-0.6511, 1.1536, -0.2692], [-0.8316, -0.1505, 1.4909], [0.1959, -0.6502, 0.7135], [0.2777, 0.0869, -0.3737], [-1.2573, 1.0483, 1.0304], [-1.8260, 1.7886, 1.5765], [-0.5750, 1.9199, -0.9196], [1.9439, 0.0598, -1.6905], [0.1579, -2.3376, 1.5017], [0.8597, -0.9204, -2.1368]],
  "forces_ev_per_angstrom": [[-3.237, 1.856, 2.389], [1.416, 1.970, 2.535], [0.474, -0.483, 2.394], [0.279, 1.141, 1.673], [-1.176, -2.076, 0.235], [0.112, 2.284, -4.838], [3.065, -3.268, -2.741], [-0.199, -0.267, -0.439], [-0.281, 0.134, 0.192], [-1.195, 0.491, 0.393], [1.765, 0.243, -1.410], [-1.020, -2.025, -0.383]],
  "mulliken_charge": [-0.510, -0.597, -0.081, -0.639, 0.043, 0.392, -0.135, 0.380, 0.259, 0.266, 0.367, 0.258]
}

{
  "formula": "C3H5N3O",
  "method": "ωB97M-V with the def2-TZVPD basis set",
  "de_lowest_kcal_mol": 107.8,
  "gap_ev": 8.70,
  "e_tot_ha": -356.68562,
  "homo_energy_ev": -9.185,
  "spin_multiplicity": 1,
  "fmax_ev_per_a": 0.7,
  "elements": ["O", "N", "N", "N", "C", "C", "C", "H", "H", "H", "H", "H"],
  "positions_angstrom": [[1.1857, -1.1415, -1.8466], [-1.0949, -0.5838, -0.2674], [0.6396, 0.8956, 0.5880], [-0.9586, 0.1138, 2.1051], [0.0799, 0.8167, 1.8607], [-0.1119, 0.1491, -0.1555], [0.1989, -0.2011, -1.7744], [0.6049, 0.7888, -2.0006], [0.7849, -2.0204, -1.8057], [-1.2579, 0.1625, 3.0747], [-0.6848, -0.3929, -2.3827], [0.6140, 1.4133, 2.6046]],
  "forces_ev_per_angstrom": [[-0.069, -0.214, 0.028], [0.554, 0.388, -0.049], [-0.093, -0.095, -0.090], [0.259, 0.193, 0.054], [-0.154, -0.060, 0.172], [-0.466, -0.239, 0.221], [-0.125, 0.068, -0.306], [-0.073, -0.066, 0.079], [0.108, 0.093, -0.019], [0.027, -0.002, -0.099], [0.130, 0.029, 0.091], [-0.099, -0.094, -0.083]],
  "mulliken_charge": [-0.460, -0.398, -0.689, -0.567, -0.035, 1.007, -0.509, 0.307, 0.361, 0.235, 0.324, 0.424]
}

{
  "formula": "C3H5N3O",
  "method": "ωB97M-V with the def2-TZVPD basis set",
  "de_lowest_kcal_mol": 95.8,
  "gap_ev": 10.64,
  "smiles": "[H]/N=C1\\O[C@@H]1C#N.N",
  "e_tot_ha": -356.70478,
  "homo_energy_ev": -10.358,
  "spin_multiplicity": 1,
  "fmax_ev_per_a": 5.0,
  "elements": ["O", "N", "N", "N", "C", "C", "C", "H", "H", "H", "H", "H"],
  "positions_angstrom": [[-1.2141, 2.1698, -0.7687], [-2.2024, 0.1074, 0.0889], [1.6246, -1.8814, 1.2237], [1.5628, 0.4033, -1.9559], [0.7875, 0.9517, -1.3242], [-0.0523, 1.3988, -0.3743], [-1.4543, 0.9212, -0.3975], [1.9635, -1.6056, 0.3015], [0.2976, 1.6478, 0.6598], [-3.1878, 0.0408, 0.0029], [0.6711, -1.4160, 1.4031], [1.2038, -2.7380, 1.1407]],
  "forces_ev_per_angstrom": [[-1.226, 1.116, -1.150], [-0.298, -2.276, 0.151], [-1.463, 3.195, 0.807], [0.704, -0.351, -0.909], [2.419, -0.999, -1.825], [-2.629, 0.462, 4.189], [1.840, 1.443, 0.967], [-0.356, 0.003, 0.188], [0.112, -0.094, -1.241], [-0.883, 0.669, -0.141], [2.093, 0.278, -0.472], [-0.313, -3.445, -0.565]],
  "mulliken_charge": [-0.369, -0.460, -0.701, -0.369, 0.117, 0.143, 0.335, 0.260, 0.337, 0.261, 0.238, 0.209]
}

{
  "formula": "C3H5N3O",
  "method": "ωB97M-V with the def2-TZVPD basis set",
  "de_lowest_kcal_mol": 82.0,
  "gap_ev": 10.02,
  "smiles": "OCc1nc[nH]n1",
  "e_tot_ha": -356.72665,
  "homo_energy_ev": -9.430,
  "spin_multiplicity": 1,
  "fmax_ev_per_a": 1.8,
  "elements": ["O", "N", "N", "N", "C", "C", "C", "H", "H", "H", "H", "H"],
  "positions_angstrom": [[-2.2697, 0.6987, -0.5573], [0.5324, 1.1606, -0.1820], [0.5387, -0.5850, 1.2690], [1.6416, 0.4175, -0.3258], [-0.1485, 0.4603, 0.7265], [-1.4365, -0.1309, 0.1756], [1.5808, -0.6673, 0.4861], [-1.9736, -0.7097, 0.9233], [1.8379, -1.6457, 0.1306], [2.3240, 0.6589, -1.0268], [-0.9350, -0.8753, -0.4830], [-1.6920, 1.2178, -1.1362]],
  "forces_ev_per_angstrom": [[-0.110, 0.408, -0.042], [-0.034, -0.058, 0.164], [-0.056, -0.285, -0.552], [0.216, -0.054, -0.083], [-0.086, -0.092, -0.369], [-0.308, -0.081, 0.290], [-0.252, 0.045, -0.260], [-0.253, 0.308, 0.025], [1.713, -0.244, 0.583], [0.021, -0.015, 0.151], [-0.641, 0.081, 0.013], [-0.210, -0.013, 0.080]],
  "mulliken_charge": [-0.522, -0.609, -0.480, 0.080, 0.520, -0.326, -0.128, 0.337, 0.349, 0.213, 0.236, 0.331]
}

- Which formula does entry 3 have?
  C3H5N3O